ORCA calculation (the ωB97M-V functional and the def2-TZVPD basis) on C30H55AlBeClF3KN5O14S2 as an isolated structure in a non-equilibrium geometry.

Structure (XYZ):
```
113
Properties=species:S:1:pos:R:3:forces:R:3
C 0.755 -1.552 -0.144 0.698 1.664 2.262
C 2.180 -0.692 -0.009 1.647 1.991 0.177
C 3.553 -1.213 -0.801 -0.682 2.588 2.896
C 4.929 -0.328 -0.609 -5.272 3.853 2.521
C 4.883 1.014 0.333 -2.713 -1.409 0.797
C 3.526 1.555 1.137 1.193 -3.226 -2.592
C 3.715 2.893 2.065 0.324 -2.662 0.872
S 2.740 4.393 1.512 -6.195 3.321 0.107
O 2.552 5.342 2.745 2.280 -3.151 -3.326
O 1.283 3.906 1.151 5.400 0.464 0.669
N 3.348 5.190 0.083 2.004 -1.456 3.606
S 5.079 5.416 0.127 0.231 1.258 -7.448
O 5.390 6.578 -0.894 -1.390 -3.560 4.585
O 5.748 4.150 -0.464 -1.214 2.385 3.540
C 5.766 5.982 1.775 1.100 1.936 1.613
N 6.659 4.982 2.478 -1.609 -1.072 0.695
C 2.154 0.676 0.949 2.859 -1.433 -1.852
H 0.665 -2.234 0.827 0.024 1.126 -2.301
H -0.185 -0.831 -0.172 1.999 -1.564 -0.074
H 0.751 -2.266 -1.093 -0.711 3.879 5.105
H 3.584 -2.161 -1.503 -0.228 2.535 0.829
H 5.950 -0.651 -1.136 -1.544 2.815 -0.433
H 5.884 1.639 0.454 -2.462 -1.408 -0.421
H 3.304 2.606 3.148 0.592 0.839 -2.384
H 4.867 3.063 2.198 -2.325 -0.074 -0.636
H 6.447 6.942 1.570 -1.697 -2.228 -0.181
H 4.954 6.344 2.553 1.196 -0.953 -2.016
H 6.077 4.581 3.275 0.375 0.650 -1.527
H 6.881 4.148 1.888 -0.401 1.067 -0.122
H 1.159 0.987 1.520 2.381 -0.692 -1.497
Be 3.513 -3.341 0.054 0.276 0.354 0.109
Cl 6.195 -2.097 -1.137 1.921 -4.683 0.236
K 8.155 4.068 4.377 0.628 0.075 0.397
O 2.018 6.850 6.119 -1.214 3.211 -2.362
C 1.754 7.993 5.469 4.863 -0.429 5.460
C 0.677 7.711 4.318 -4.857 0.253 -5.576
O 0.421 8.851 3.660 1.308 -3.167 2.585
H 2.601 8.492 4.968 -0.058 -0.891 -0.665
H 1.338 8.824 6.066 -0.946 -0.713 0.038
H -0.175 7.222 4.822 0.022 0.956 0.678
H 1.085 6.873 3.727 1.049 0.740 -0.058
C -1.545 -0.239 2.627 -0.058 0.126 -0.080
O -2.002 -1.343 1.854 0.035 -0.045 0.224
C -2.619 -2.351 2.661 -0.352 0.049 -0.460
C -4.146 -2.280 2.566 0.043 0.256 0.783
O -4.648 -1.080 3.162 0.405 -0.353 -0.572
C -4.995 -0.101 2.189 -0.111 0.149 0.148
H -1.297 0.579 1.946 -0.070 -0.086 -0.016
H -2.312 0.116 3.325 0.118 -0.083 -0.097
H -0.645 -0.521 3.180 0.032 0.039 0.160
H -2.284 -2.278 3.703 -0.126 0.070 -0.114
H -2.287 -3.319 2.269 -0.019 -0.058 0.036
H -4.573 -3.120 3.130 0.092 0.065 -0.085
H -4.481 -2.373 1.526 0.104 0.076 0.031
H -5.927 -0.386 1.693 0.013 0.058 -0.086
H -4.205 0.031 1.443 -0.026 -0.039 0.029
H -5.148 0.852 2.701 -0.004 -0.207 0.015
C -1.949 8.019 1.707 -0.295 0.032 -0.136
C -2.962 8.907 2.403 0.946 -0.144 0.472
O -4.168 8.995 1.628 -1.981 -1.203 -0.041
C -5.065 7.969 1.788 2.666 -0.457 1.926
O -4.882 7.012 2.535 -0.961 1.897 -1.849
C -6.317 8.215 0.948 -2.055 0.376 -1.615
F -6.031 8.651 -0.313 0.151 -0.446 1.250
F -7.128 9.162 1.502 0.973 -0.763 -0.078
F -7.085 7.099 0.795 1.063 0.798 0.462
H -1.767 8.368 0.685 -0.013 0.040 0.490
H -1.000 8.012 2.253 -0.224 0.098 -0.177
H -2.312 6.989 1.632 0.035 0.092 0.067
H -2.563 9.923 2.487 -0.359 -0.102 -0.204
H -3.173 8.560 3.421 -0.230 -0.019 -0.248
C -3.165 -4.882 -4.842 -0.243 0.006 -0.192
C -3.198 -4.831 -3.317 0.471 -0.033 -0.441
C -2.568 -3.546 -2.731 -1.674 -0.119 0.818
O -1.136 -3.542 -2.730 1.526 0.514 -0.218
C -0.551 -3.140 -3.959 -2.052 -0.402 -1.628
N -2.553 -6.040 -2.784 0.373 0.279 0.431
H -2.168 -5.095 -5.236 -0.017 -0.008 0.068
H -3.828 -5.674 -5.211 0.183 0.176 0.136
H -3.508 -3.936 -5.273 0.030 -0.124 0.028
H -4.253 -4.845 -3.017 0.235 0.151 0.137
H -2.861 -3.480 -1.676 0.258 0.007 -0.139
H -2.960 -2.645 -3.217 0.271 -0.103 -0.066
H -1.138 -2.367 -4.464 0.123 0.002 0.111
H -0.418 -4.006 -4.610 0.242 0.189 -0.122
H 0.442 -2.736 -3.744 -0.428 0.771 -2.294
H -2.655 -6.044 -1.769 -0.157 -0.135 -0.077
H -1.544 -5.932 -2.924 -0.284 -0.049 -0.122
C -0.934 -11.699 -4.376 0.394 -0.003 -0.152
C -1.303 -10.678 -3.316 -0.695 -0.429 0.027
N -0.167 -9.835 -2.921 0.812 0.192 0.202
C -0.248 -8.501 -2.551 0.492 -0.499 -0.122
C 1.024 -8.089 -2.265 -0.125 -0.697 -0.207
N 1.850 -9.182 -2.455 -0.749 -0.287 -0.031
C 1.112 -10.239 -2.831 -0.430 1.001 0.007
C 3.294 -9.212 -2.279 0.516 -0.174 0.021
H -0.177 -12.396 -4.008 -0.163 -0.048 -0.064
H -1.810 -12.285 -4.672 0.143 0.180 0.140
H -0.530 -11.202 -5.265 -0.132 -0.099 0.088
H -1.678 -11.177 -2.415 0.032 0.154 -0.153
H -2.098 -10.028 -3.700 0.286 0.060 0.225
H -1.207 -8.011 -2.540 0.057 0.094 -0.028
H 1.451 -7.153 -1.948 -0.200 0.047 0.004
H 1.495 -11.232 -3.032 -0.108 0.269 0.004
H 3.761 -9.479 -3.231 0.006 0.086 0.212
H 3.545 -9.958 -1.520 0.049 0.181 -0.122
H 3.656 -8.231 -1.959 -0.188 -0.224 -0.077
Al 0.958 -3.089 -2.266 2.259 -4.030 -0.509
C -1.349 7.272 -2.036 -0.320 0.752 -1.361
O -0.976 7.283 -0.839 0.204 1.471 -0.133
O -1.465 6.028 -2.481 -0.036 -0.836 -0.081
O -1.614 8.201 -2.831 0.415 -0.236 1.438
H -1.188 5.669 -1.614 -0.018 -1.450 -0.298
```
Forces are in eV/Å.

Summary:
Charge = +2
Lowest unoccupied orbital energy = -8.7 eV

Results of the Löwdin charge analysis, in e, for atoms 1 through 99: -0.132, -0.167, -0.233, -0.226, 0.049, -0.092, -0.243, 0.668, -0.429, -0.424, -0.306, 0.676, -0.402, -0.429, -0.290, -0.191, 0.083, 0.125, 0.131, -0.189, -0.054, -0.184, 0.102, 0.139, 0.071, 0.140, 0.127, 0.027, 0.053, 0.115, 0.509, 0.331, 0.991, -0.020, -0.276, -0.261, 0.012, 0.129, 0.136, 0.138, 0.108, -0.106, -0.237, -0.195, -0.196, -0.185, -0.101, 0.085, 0.097, 0.087, 0.130, 0.114, 0.128, 0.118, 0.091, 0.079, 0.099, -0.056, -0.198, 0.018, -0.324, 0.132, -0.472, 0.142, 0.143, 0.135, 0.066, 0.053, 0.084, 0.130, 0.123, -0.052, -0.399, -0.123, -0.261, -0.125, 0.038, 0.068, 0.093, 0.093, 0.154, 0.139, 0.143, 0.145, 0.116, -0.054, 0.088, 0.054, -0.065, -0.158, -0.039, 0.011, 0.007, -0.096, 0.012, 0.024, 0.075, 0.098, 0.094